1.
Entry from the Open Molecules 2025 dataset: a molecular structure, C30H41Ca2Cl4I2KMgN4O18P2 in a non-equilibrium geometry (ωB97M-V/def2-TZVPD).

Calculated values
Calculated total energy: -218059.0007 eV
M: 1346.80 g/mol
Total charge: +2
Gap between HOMO and LUMO: 1.98 eV
Highest occupied orbital energy: -0.3500 Ha

Element x y z (Å)
1 C -2.389 -0.162 -0.975
2 C -1.323 -1.155 -0.257
3 O -0.818 -0.718 0.824
4 N -1.062 -2.462 -0.849
5 C -0.822 -2.471 -2.314
6 C -0.204 -3.336 -0.063
7 C 1.354 -3.118 -0.101
8 C 2.093 -1.986 -0.943
9 O 1.670 -0.632 -0.655
10 C 2.766 0.229 -0.377
11 C 3.475 0.067 1.026
12 C 4.668 1.047 1.391
13 C 5.378 0.795 2.866
14 C 5.216 2.238 0.430
15 C 4.471 2.344 -1.015
16 C 3.283 1.356 -1.372
17 C 2.569 1.517 -2.810
18 C 3.661 1.554 -4.026
19 C 1.688 2.866 -2.933
20 C 2.294 -4.095 0.710
21 C 3.876 -4.031 0.729
22 I 4.944 -4.393 -1.166
23 C 4.605 -3.775 1.952
24 C 3.784 -3.531 3.327
25 I 6.776 -3.782 1.844
26 C 1.604 -5.207 1.550
27 C 0.050 -5.304 1.552
28 P -0.647 -6.692 2.687
29 N 0.592 -7.936 2.940
30 O -0.869 -5.910 4.248
31 N -0.830 -4.407 0.751
32 P -2.547 -4.704 0.897
33 O -2.870 -6.139 0.407
34 O -3.014 -4.475 2.573
35 O -3.560 -3.679 0.010
36 H -2.283 0.903 -0.579
37 H -2.393 -0.255 -2.113
38 H -3.424 -0.543 -0.614
39 H -1.812 -2.469 -2.915
40 H -0.090 -3.282 -2.680
41 H -0.315 -1.462 -2.587
42 H 1.835 -2.183 -2.059
43 H 3.232 -2.019 -0.875
44 H 3.133 -0.728 1.769
45 H 4.621 1.116 3.662
46 H 5.545 -0.350 2.914
47 H 6.361 1.382 2.876
48 H 6.064 2.939 0.761
49 H 4.825 3.196 -1.736
50 H 1.944 0.559 -2.991
51 H 3.203 1.216 -5.029
52 H 4.570 0.884 -3.818
53 H 4.048 2.622 -4.197
54 H 2.347 3.778 -3.183
55 H 0.892 2.727 -3.752
56 H 1.158 3.005 -1.927
57 H 2.910 -2.840 3.060
58 H 3.366 -4.566 3.634
59 H 4.440 -3.090 4.163
60 H 2.245 -5.925 2.182
61 H 1.099 -7.755 3.823
62 H 0.166 -8.880 2.997
63 H -0.787 -4.920 4.159
64 H -3.161 -3.474 2.655
65 H -4.511 -3.836 0.260
66 C -2.774 2.259 -4.901
67 C -1.730 3.101 -5.618
68 C -2.208 3.515 -7.001
69 O -0.519 2.353 -5.738
70 H -2.982 1.338 -5.455
71 H -2.412 1.959 -3.912
72 H -3.709 2.811 -4.778
73 H -1.505 3.992 -5.025
74 H -2.396 2.637 -7.628
75 H -1.443 4.109 -7.509
76 H -3.126 4.104 -6.941
77 H -0.707 1.562 -6.262
78 C 1.765 1.316 4.124
79 O 0.588 1.085 3.843
80 O 2.595 0.461 4.502
81 O 2.311 2.438 4.068
82 K 6.722 0.004 0.161
83 C -4.535 1.472 1.028
84 O -4.915 0.551 1.750
85 O -3.547 2.202 1.253
86 O -5.072 1.812 -0.048
87 Ca -3.507 -3.620 4.587
88 Mg 0.571 -5.673 5.589
89 C 1.632 5.371 2.723
90 N 1.946 6.682 3.348
91 O 3.127 6.984 3.454
92 O 1.001 7.360 3.709
93 H 2.567 4.878 2.453
94 H 1.083 4.779 3.455
95 H 1.027 5.566 1.837
96 C -7.235 4.074 2.405
97 Cl -6.150 5.433 2.039
98 Cl -6.315 2.553 2.362
99 Cl -7.939 4.296 4.021
100 Cl -8.535 4.012 1.196
101 C -11.572 3.125 -0.814
102 O -11.308 4.320 -0.823
103 O -12.331 2.551 -1.617
104 O -11.123 2.296 -0.001
105 Ca 3.640 4.389 -0.706

***

2.
Entry from the Open Molecules 2025 dataset: a molecular structure, C2H4ClN2P in a non-equilibrium geometry (ωB97M-V/def2-TZVPD).

Calculated values
Calculated total energy: -26928.2682 eV
M: 122.50 g/mol
Total charge: 0
ΔE to the lowest compared entry with this formula, charge and spin: 51.41 kcal per mole
Gap between HOMO and LUMO: 8.65 eV
Highest occupied orbital energy: -0.3156 Ha

Element x y z (Å)
1 C -0.827 0.661 0.197
2 C 0.167 0.174 -1.036
3 N -0.356 0.215 1.466
4 N 0.942 -0.949 -0.550
5 P 0.655 -0.935 0.967
6 Cl 1.640 -2.145 2.068
7 H -0.986 1.786 0.300
8 H -1.850 0.344 -0.189
9 H -0.217 -0.132 -1.976
10 H 0.833 0.980 -1.246

***

3.
Entry from the Open Molecules 2025 dataset: a molecular structure, C5H12NO2 in a non-equilibrium geometry (ωB97M-V/def2-TZVPD).

Calculated values
Calculated total energy: -10961.7618 eV
M: 118.16 g/mol
Total charge: -1
ΔE to the lowest compared entry with this formula, charge and spin: 120.57 kcal per mole
Gap between HOMO and LUMO: 6.78 eV
Highest occupied orbital energy: -0.0965 Ha

Element x y z (Å)
1 C -1.769 0.231 -0.468
2 N -0.536 0.961 -0.411
3 C 0.530 0.167 -0.658
4 C 0.758 -1.288 -0.806
5 O 1.897 -1.848 -0.935
6 C 1.908 0.850 -0.541
7 O 2.633 0.347 0.590
8 C -2.043 -0.632 0.828
9 H -2.621 0.897 -0.602
10 H -1.763 -0.533 -1.283
11 H -0.311 1.822 2.141
12 H 0.074 1.589 2.701
13 H 0.598 -0.397 -1.779
14 H -0.112 -1.924 -0.603
15 H 2.796 -0.568 0.281
16 H 1.767 1.919 -0.376
17 H 2.465 0.740 -1.477
18 H -1.222 -1.319 0.999
19 H -2.048 0.139 1.602
20 H -3.001 -1.153 0.796

***

4.
Entry from the Open Molecules 2025 dataset: 2 unconnected molecules or ions with the total composition CH2N2OS2 in a non-equilibrium geometry (ωB97M-V/def2-TZVPD).

Calculated values
Calculated total energy: -27764.1824 eV
M: 122.17 g/mol
Total charge: 0
ΔE to the lowest compared entry with this formula, charge and spin: 48.57 kcal per mole
Gap between HOMO and LUMO: 7.77 eV
Highest occupied orbital energy: -0.3361 Ha

Element x y z (Å)
1 C -0.990 0.021 0.024
2 N -0.808 1.304 -0.014
3 N -0.527 2.410 -0.002
4 O 1.111 -2.121 -0.363
5 S 2.510 0.436 -0.424
6 S 1.353 -0.938 0.406
7 H -1.085 -0.529 0.963
8 H -1.564 -0.584 -0.589